Version a
Molecular formula: C4H11N3
Method: DFT, wB97M-V/def2-TZVPD

Computed properties:
orbital gap: 9.0251 eV
SMILES: N/C=N\CCCN
molar mass: 101.15 g mol⁻¹

```
! wB97M-V def2-TZVPD RIJCOSX def2/J DEFGRID3
* xyz 0 1
N -0.2090 1.7837 -2.2791
C -0.2457 0.4417 -2.0410
N -0.0603 -0.1998 -0.8552
C 0.7387 0.6123 0.1616
C 0.1479 0.3145 1.5303
C -0.5951 -0.9266 1.6701
N 0.2648 -2.0859 1.4272
H -0.5382 2.6371 -1.7334
H -0.4183 2.0242 -3.2066
H -0.1816 -0.0897 -2.9621
H 0.7336 1.6662 -0.2522
H 1.7865 0.1819 0.1777
H 0.7874 0.4240 2.4470
H -0.6384 1.0646 1.8184
H -0.9714 -0.9326 2.7279
H -1.4576 -1.2110 1.1209
H 0.9499 -2.0162 2.2469
H -0.2955 -2.8857 1.6394
*
```

These are the Mulliken partial charges, in e, on atoms 1 to 5: number 1, N, carries -0.464; number 2, C, carries -0.001; number 3, N, carries -0.418; number 4, C, carries -0.394; number 5, C, carries -0.674

=====

Version b
Molecular formula: C4H11N3
Method: DFT, wB97M-V/def2-TZVPD

Computed properties:
orbital gap: 8.9179 eV
SMILES: C=C(N)N.C=CN
molar mass: 101.15 g mol⁻¹

```
! wB97M-V def2-TZVPD RIJCOSX def2/J DEFGRID3
* xyz 0 1
C 2.4297 0.5285 -0.6803
C 1.5205 -0.1170 0.0508
N 0.9693 -1.3452 -0.3005
N 1.0217 0.3892 1.2631
H 2.8943 1.4304 -0.3290
H 2.7373 0.1595 -1.6402
H -0.0053 -1.4493 -0.0391
H 1.1293 -1.5909 -1.2660
H 0.7919 -0.3434 1.9218
H 1.6359 1.0763 1.6777
C -2.2549 -0.8793 0.3617
C -2.1396 0.1555 -0.4672
N -1.4865 1.3314 -0.1772
H -2.8482 -1.7372 0.1062
H -1.8080 -0.8674 1.3417
H -2.6303 0.1404 -1.4325
H -1.1442 1.8525 -0.9684
H -0.8129 1.2657 0.5774
*
```

These are the Mulliken partial charges, in e, on atoms 1 to 5: number 1, C, carries -1.191; number 2, C, carries 0.878; number 3, N, carries -0.540; number 4, N, carries -0.544; number 5, H, carries 0.229

=====

Version c
Molecular formula: C4H11N3
Method: DFT, wB97M-V/def2-TZVPD

Computed properties:
orbital gap: 8.7217 eV
molar mass: 101.15 g mol⁻¹

```
! wB97M-V def2-TZVPD RIJCOSX def2/J DEFGRID3
* xyz 0 1
C -0.7879 -0.7489 0.8179
C -1.4084 0.4615 0.5738
C -2.2868 0.6822 -0.6284
N 1.7432 0.2852 0.1940
C 1.2773 -0.8881 0.2814
N 2.6583 0.5557 -0.8670
N 1.6410 -2.0902 0.3218
H 0.6273 1.2667 0.0637
H 3.3058 1.2479 -0.5068
H 3.1793 -0.2981 -1.0646
H 0.9045 -2.7761 0.1916
H -0.5459 -1.0182 1.8377
H -1.0070 -1.5673 0.1414
H -1.5489 1.1442 1.4049
H -0.1767 1.5546 0.0423
H -3.2981 0.3217 -0.4119
H -2.3624 1.7359 -0.8983
H -1.9146 0.1310 -1.4935
*
```

These are the Mulliken partial charges, in e, on atoms 1 to 5: number 1, C, carries -1.003; number 2, C, carries -0.154; number 3, C, carries -1.125; number 4, N, carries -0.221; number 5, C, carries 0.589

=====

Which of them is most stable, and which least? Most stable: version b; least stable: version c.

=====

Version a
Molecular formula: CH2Cl3ISi
Method: DFT, wB97M-V/def2-TZVPD

Computed properties:
orbital gap: 9.0291 eV
molar mass: 275.38 g mol⁻¹

```
! wB97M-V def2-TZVPD RIJCOSX def2/J DEFGRID3
* xyz 0 1
C 0.1408 -0.8257 -0.3839
Si -0.0913 0.8321 0.1817
Cl -2.0870 1.3065 0.4368
Cl 0.4993 1.9331 -1.4392
Cl 1.0815 1.2680 1.7505
I 1.8789 -1.9091 0.1731
H -1.2036 -1.4988 0.6237
H -0.2187 -1.1061 -1.3428
*
```

These are the Mulliken partial charges, in e, on atoms 1 to 5: number 1, C, carries -0.856; number 2, Si, carries 0.788; number 3, Cl, carries -0.230; number 4, Cl, carries -0.248; number 5, Cl, carries -0.198

=====

Version b
Molecular formula: CH2Cl3ISi
Method: DFT, wB97M-V/def2-TZVPD

Computed properties:
orbital gap: 9.7593 eV
SMILES: Cl[Si](Cl)(Cl)CI
molar mass: 275.38 g mol⁻¹

```
! wB97M-V def2-TZVPD RIJCOSX def2/J DEFGRID3
* xyz 0 1
Cl 0.7739 1.8266 1.5560
Si 0.7053 0.5840 -0.0030
Cl 0.6695 1.6247 -1.6476
Cl 2.3777 -0.5461 0.0077
C -0.6318 -0.7485 0.0844
I -2.6876 0.0737 0.0453
H -0.5526 -1.5208 -0.9504
H -0.6544 -1.2936 0.9077
*
```

These are the Mulliken partial charges, in e, on atoms 1 to 5: number 1, Cl, carries -0.197; number 2, Si, carries 0.756; number 3, Cl, carries -0.175; number 4, Cl, carries -0.235; number 5, C, carries -0.892

=====

Which of them is most stable, and which least? Most stable: version b; least stable: version a.

=====

Version a
Molecular formula: CH2BrNOS
Method: DFT, wB97M-V/def2-TZVPD

Computed properties:
orbital gap: 9.1889 eV
molar mass: 156.00 g mol⁻¹

```
! wB97M-V def2-TZVPD RIJCOSX def2/J DEFGRID3
* xyz 0 1
C -1.9249 -0.5044 0.7864
N 0.8270 0.5316 0.8226
O -2.1525 -0.0685 1.8181
S 1.0398 -0.7847 0.0384
Br 0.1563 -2.7264 0.9156
H 0.0265 0.8546 1.3480
H 0.0649 -1.0762 -0.9859
*
```

These are the Mulliken partial charges, in e, on atoms 1 to 5: number 1, C, carries 0.128; number 2, N, carries -0.448; number 3, O, carries -0.185; number 4, S, carries 0.130; number 5, Br, carries -0.139

=====

Version b
Molecular formula: CH2BrNOS
Method: DFT, wB97M-V/def2-TZVPD

Computed properties:
orbital gap (spin up / spin down): 7.7257 / 7.7237 eV
molar mass: 156.00 g mol⁻¹

```
! wB97M-V def2-TZVPD RIJCOSX def2/J DEFGRID3
* xyz 0 1
C 0.2131 1.2594 -0.2568
N 0.2599 -0.4848 0.9602
O 1.1648 1.4383 -0.9202
S -0.9015 -1.5734 0.5223
Br -1.5089 2.0755 -0.2651
H 1.2121 -0.6815 0.5716
H -0.4395 -2.0336 -0.6121
*
```

These are the Mulliken partial charges, in e, on atoms 1 to 5: number 1, C, carries 0.460; number 2, N, carries -0.464; number 3, O, carries -0.322; number 4, S, carries -0.012; number 5, Br, carries -0.056

=====

Which of them is most stable, and which least? Most stable: version a; least stable: version b.

=====

Version a
Molecular formula: C5H6OS
Method: DFT, wB97M-V/def2-TZVPD

Computed properties:
orbital gap: 9.8894 eV
molar mass: 114.17 g mol⁻¹

```
! wB97M-V def2-TZVPD RIJCOSX def2/J DEFGRID3
* xyz 0 1
C 0.8399 -0.1156 -0.5865
C 0.0206 -0.8857 0.4187
C -0.0192 0.9933 0.0966
C -1.5304 0.4172 -0.4332
C -1.4791 -0.8272 -0.0554
H 2.5388 0.6256 1.0177
H 0.6248 -0.2423 -1.6187
H 0.4515 -1.7873 0.8530
H 0.1092 2.2077 0.0051
H -2.2381 1.1423 -0.7379
H -2.0507 -1.6389 -0.1184
O 0.2046 0.2591 1.2956
S 2.5281 -0.1481 -0.1365
*
```

These are the Mulliken partial charges, in e, on atoms 1 to 5: number 1, C, carries -0.140; number 2, C, carries 0.133; number 3, C, carries -0.104; number 4, C, carries -0.563; number 5, C, carries -0.823

=====

Version b
Molecular formula: C5H6OS
Method: DFT, wB97M-V/def2-TZVPD

Computed properties:
orbital gap: 9.1081 eV
SMILES: O=C1CC[C@H]2S[C@H]12
molar mass: 114.17 g mol⁻¹

```
! wB97M-V def2-TZVPD RIJCOSX def2/J DEFGRID3
* xyz 0 1
O 0.3999 2.2771 -1.1545
C -0.0077 1.3349 -0.3656
C 0.9423 -0.0262 -0.7047
C 0.3498 -1.0753 0.3267
C -1.0772 -0.4989 0.3281
S -2.3405 0.1207 1.4767
C -0.7959 0.9017 0.7777
H 2.1403 0.2236 -0.9313
H 0.5843 -0.3223 -1.7761
H 1.0424 -1.3143 1.3459
H 0.3886 -1.9536 -0.2825
H -1.5318 -0.6019 -0.6857
H -0.0945 0.9345 1.6453
*
```

These are the Mulliken partial charges, in e, on atoms 1 to 5: number 1, O, carries -0.564; number 2, C, carries 0.453; number 3, C, carries -0.506; number 4, C, carries -0.440; number 5, C, carries -0.122

=====

Version c
Molecular formula: C5H6OS
Method: DFT, wB97M-V/def2-TZVPD

Computed properties:
orbital gap: 8.2448 eV
SMILES: CC1=CSC=CO1
molar mass: 114.17 g mol⁻¹

```
! wB97M-V def2-TZVPD RIJCOSX def2/J DEFGRID3
* xyz 0 1
C -1.4830 -1.1227 -0.9330
C -0.5059 -0.2887 -0.1527
C -0.7718 0.2701 1.0239
S 0.3355 1.2607 1.9926
C 1.7025 1.1857 0.8784
C 1.7034 0.5386 -0.2817
O 0.6898 -0.1945 -0.8451
H -1.6491 -0.6819 -1.9147
H -2.4145 -1.1858 -0.3775
H -1.0495 -2.1356 -1.1055
H -1.7453 0.1171 1.4729
H 2.6057 1.7379 1.1737
H 2.5821 0.4989 -0.9313
*
```

These are the Mulliken partial charges, in e, on atoms 1 to 5: number 1, C, carries -1.140; number 2, C, carries 0.597; number 3, C, carries -0.334; number 4, S, carries -0.175; number 5, C, carries -0.204

=====

Which of them is most stable, and which least? Most stable: version c; least stable: version b.

=====

Version a
Molecular formula: C20H24N2O5S
Method: DFT, wB97M-V/def2-TZVPD

Computed properties:
orbital gap: 8.8789 eV
SMILES: CCOc1ccccc1NC(=O)c1cc(S(=O)(=O)N2CCOCC2)ccc1C
molar mass: 404.49 g mol⁻¹

```
! wB97M-V def2-TZVPD RIJCOSX def2/J DEFGRID3
* xyz 0 1
C -5.2997 -2.0695 2.3462
C -5.1669 -2.1300 0.8283
O -4.2279 -1.2003 0.3245
C -4.5409 0.1384 0.3061
C -5.7948 0.6784 0.5346
C -5.9880 2.0503 0.4561
C -4.9347 2.8893 0.1519
C -3.6735 2.3650 -0.0792
C -3.4670 0.9971 -0.0044
N -2.2291 0.3865 -0.2261
C -1.0483 0.9433 -0.5983
O -0.8527 2.1243 -0.7879
C 0.0467 -0.0794 -0.7341
C 1.1896 0.0985 0.0377
C 2.2304 -0.7999 -0.0609
S 3.7199 -0.5702 0.8990
O 3.4731 0.4228 1.9079
O 4.2147 -1.8504 1.3145
N 4.7374 -0.0120 -0.3171
C 6.1282 -0.4119 -0.2148
C 6.8831 0.5071 0.7480
O 6.7606 1.8567 0.3554
C 5.4075 2.2615 0.3429
C 4.5847 1.3985 -0.6195
C 2.1629 -1.8725 -0.9290
C 1.0356 -2.0366 -1.7121
C -0.0339 -1.1480 -1.6320
C -1.2295 -1.3467 -2.5151
H -4.3323 -2.2446 2.8107
H -5.9958 -2.8326 2.6825
H -5.6618 -1.0950 2.6643
H -6.1410 -1.9956 0.3436
H -4.7671 -3.1028 0.5271
H -6.6357 0.0453 0.7695
H -6.9728 2.4535 0.6368
H -5.0878 3.9555 0.0937
H -2.8426 3.0071 -0.3178
H -2.2529 -0.6136 -0.0769
H 1.2636 0.9271 0.7251
H 6.1429 -1.4406 0.1430
H 6.5682 -0.3558 -1.2156
H 7.9516 0.2850 0.7463
H 6.4766 0.3701 1.7616
H 5.4057 3.3054 0.0254
H 4.9783 2.1769 1.3505
H 3.5264 1.6474 -0.5447
H 4.9234 1.5558 -1.6489
H 2.9931 -2.5583 -0.9749
H 0.9799 -2.8644 -2.4038
H -1.6958 -0.3971 -2.7653
H -0.9376 -1.8479 -3.4350
H -1.9739 -1.9712 -2.0199
*
```

These are the Mulliken partial charges, in e, on atoms 1 to 5: number 1, C, carries -1.090; number 2, C, carries -0.461; number 3, O, carries -0.460; number 4, C, carries 0.982; number 5, C, carries -0.585

=====

Version b
Molecular formula: C20H24N2O5S
Method: DFT, wB97M-V/def2-TZVPD

Computed properties:
orbital gap: 9.3583 eV
SMILES: CCOc1ccc(S(=O)(=O)Nc2ccc(C(=O)NC[C@@H]3CCCO3)cc2)cc1
molar mass: 404.49 g mol⁻¹

```
! wB97M-V def2-TZVPD RIJCOSX def2/J DEFGRID3
* xyz 0 1
C -2.2879 0.9901 4.2272
C -0.9609 0.6950 3.5362
O -0.9358 -0.5873 2.9308
C -1.5659 -0.8003 1.7556
C -1.5330 -2.1234 1.2938
C -2.0850 -2.4529 0.0762
C -2.6869 -1.4678 -0.6874
S -3.1801 -1.8570 -2.3582
O -3.7905 -0.7130 -2.9572
O -3.8499 -3.1197 -2.4300
N -1.6658 -2.1341 -3.0780
C -0.6024 -1.3563 -2.6368
C -0.7654 0.0258 -2.5535
C 0.2350 0.8031 -2.0127
C 1.4146 0.2285 -1.5418
C 2.4111 1.1284 -0.8967
O 2.4885 2.3147 -1.1572
N 3.2089 0.5319 0.0262
C 4.1602 1.2725 0.8147
C 3.6684 1.5016 2.2603
C 2.5036 2.4931 2.3192
C 3.2324 3.8383 2.3436
C 4.5966 3.4927 2.9656
O 4.6845 2.0767 3.0525
C 1.6032 -1.1414 -1.6986
C 0.6050 -1.9270 -2.2401
C -2.7547 -0.1668 -0.2359
C -2.2027 0.1736 0.9864
H -2.2358 1.9577 4.7182
H -2.4923 0.2266 4.9733
H -3.1079 1.0000 3.5136
H -0.1586 0.6535 4.2780
H -0.7148 1.4714 2.8026
H -1.0538 -2.8657 1.9117
H -2.0641 -3.4670 -0.2907
H -1.4771 -3.1232 -3.1474
H -1.6841 0.4600 -2.9122
H 0.1213 1.8737 -1.9353
H 3.0239 -0.4198 0.2978
H 4.3087 2.2317 0.3155
H 5.1124 0.7350 0.8512
H 3.4233 0.5323 2.7110
H 1.9379 2.3428 3.2395
H 1.8375 2.3957 1.4657
H 3.3538 4.2173 1.3299
H 2.6998 4.5846 2.9287
H 4.7012 3.8829 3.9823
H 5.4255 3.8773 2.3602
H 2.5357 -1.6062 -1.4126
H 0.7526 -2.9920 -2.3498
H -3.2435 0.5724 -0.8496
H -2.2603 1.1982 1.3152
*
```

These are the Mulliken partial charges, in e, on atoms 1 to 5: number 1, C, carries -1.204; number 2, C, carries -0.230; number 3, O, carries -0.462; number 4, C, carries 0.656; number 5, C, carries -0.816

=====

Which of them is most stable, and which least? Most stable: version b; least stable: version a.

=====

Version a
Molecular formula: C5H7OP
Method: DFT, wB97M-V/def2-TZVPD

Computed properties:
orbital gap (spin up / spin down): 7.1633 / 7.1514 eV
molar mass: 114.08 g mol⁻¹

```
! wB97M-V def2-TZVPD RIJCOSX def2/J DEFGRID3
* xyz 0 1
C -1.1994 -0.7807 -0.0988
C 0.1531 -0.6271 -0.0565
C -2.2143 0.3309 0.0959
C 0.9969 0.6075 -0.0180
C 2.4163 0.1424 -0.1805
O 0.6961 1.7867 0.0654
P -4.0455 0.1089 -0.3316
H -1.6174 -1.7941 0.0510
H 0.7505 -1.5293 0.1433
H -2.5156 0.3330 1.1696
H -1.9660 1.3075 -0.1071
H 2.7688 0.1228 -1.2637
H 2.6012 -0.8129 0.4210
H 3.1753 0.8044 0.1100
*
```

These are the Mulliken partial charges, in e, on atoms 1 to 5: number 1, C, carries -0.255; number 2, C, carries -0.393; number 3, C, carries -0.768; number 4, C, carries 0.965; number 5, C, carries -1.176

=====

Version b
Molecular formula: C5H7OP
Method: DFT, wB97M-V/def2-TZVPD

Computed properties:
orbital gap: 8.1032 eV
SMILES: CC1=C(P=O)CC1
molar mass: 114.08 g mol⁻¹

```
! wB97M-V def2-TZVPD RIJCOSX def2/J DEFGRID3
* xyz 0 1
C -1.0234 1.5986 -0.0856
C -0.3109 0.3639 -0.0478
C 0.9238 -0.1173 -0.2463
P 2.3425 0.8872 -1.1289
O 3.5325 0.1820 -1.5946
C 0.5301 -1.5309 0.3905
C -0.8688 -0.9575 0.4317
H -1.0793 2.0882 0.9405
H -2.1281 1.3524 -0.1551
H -0.7561 2.2580 -0.8579
H 1.0299 -1.6935 1.2714
H 0.7657 -2.2460 -0.3105
H -1.2214 -0.7426 1.5158
H -1.7365 -1.4426 -0.1230
*
```

These are the Mulliken partial charges, in e, on atoms 1 to 5: number 1, C, carries -1.205; number 2, C, carries 0.586; number 3, C, carries -0.190; number 4, P, carries 0.213; number 5, O, carries -0.436

=====

Which of them is most stable, and which least? Most stable: version b; least stable: version a.

=====

Version a
Molecular formula: C4H8CsO2S
Method: DFT, wB97M-V/def2-TZVPD

Computed properties:
orbital gap: 8.6566 eV
molar mass: 253.08 g mol⁻¹

```
! wB97M-V def2-TZVPD RIJCOSX def2/J DEFGRID3
* xyz 1 1
Cs 2.8326 -0.2508 -17.1943
C 0.1686 1.5659 -24.3557
C 0.2990 0.1366 -23.6834
C -0.7670 0.1746 -22.5663
S -0.8549 1.8333 -21.8215
O -0.0832 1.8236 -20.5660
O -2.2140 2.3573 -21.8764
C 0.2229 2.5204 -23.1105
H -0.6943 1.4958 -25.0181
H 1.0576 1.7122 -24.9692
H 1.2896 0.0584 -23.2356
H 0.0866 -0.6424 -24.4156
H -0.5793 -0.4389 -21.6851
H -1.6702 0.0536 -23.1643
H 1.1952 2.5089 -22.6179
H -0.0241 3.5639 -23.3058
*
```

These are the Mulliken partial charges, in e, on atoms 1 to 5: number 1, Cs, carries 0.998; number 2, C, carries -0.617; number 3, C, carries -0.650; number 4, C, carries -0.651; number 5, S, carries 1.064

=====

Version b
Molecular formula: C4H8CsO2S
Method: DFT, wB97M-V/def2-TZVPD

Computed properties:
orbital gap: 10.1452 eV
molar mass: 253.08 g mol⁻¹

```
! wB97M-V def2-TZVPD RIJCOSX def2/J DEFGRID3
* xyz 1 1
Cs 0.8651 4.0799 -3.2450
C -0.9575 -1.1661 0.5520
C 0.5016 -1.1067 1.0673
C 1.2839 -0.3314 0.0272
S 0.2120 1.0866 -0.3799
O 0.4186 1.5406 -1.7511
O 0.3221 2.0231 0.7242
C -1.3458 0.1556 -0.1073
H -1.6687 -1.4078 1.3396
H -1.0097 -1.9779 -0.1719
H 0.8232 -2.1477 1.0807
H 0.6404 -0.6671 2.0515
H 1.4175 -0.9299 -0.8786
H 2.2634 0.0497 0.3090
H -1.7827 -0.0159 -1.0920
H -1.9835 0.8150 0.4744
*
```

These are the Mulliken partial charges, in e, on atoms 1 to 5: number 1, Cs, carries 1.020; number 2, C, carries -0.649; number 3, C, carries -0.578; number 4, C, carries -0.705; number 5, S, carries 1.043

=====

Which of them is most stable, and which least? Most stable: version b; least stable: version a.